Computed, not measured: the ion C4H6N with charge +1, with ωB97M-V/def2-TZVPD.

Last column: Mulliken charge in e.
Atoms and positions in Å:
C1 -2.459 -0.034 0.244  0.14
C2 -1.335 -0.157 -0.163  -0.63
C3 1.138 -0.667 0.247  -0.35
C4 1.083 0.824 0.153  -0.23
N1 0.092 -0.038 -0.568  0.07
H1 -3.443 0.155 0.381  0.51
H2 1.843 -1.269 -0.381  0.30
H3 0.469 -1.187 0.961  0.32
H4 0.699 1.229 1.156  0.27
H5 1.755 1.336 -0.513  0.29
H6 0.158 -0.194 -1.517  0.31

Values from the calculation:
LUMO level = -3.7 eV
Energy = -5723.76071 eV
Frontier orbital gap = 12.14 eV
HOMO energy = -15.804 eV
Total charge = +1
SMILES = C#C[NH+]1CC1